# 1
This record from OMol25 describes 11 unconnected molecules or ions with the total composition C26H55Cl14N5O5 in a non-equilibrium geometry. The level of theory is wB97M-V/def2-TZVPD.

Geometry as ORCA input:
```
! RIJCOSX wB97M-V def2-TZVPD def2/J DEFGRID3
* xyz -1 2
Cl 2.04 2.17 4.19
C 0.78 3.41 4.47
C -0.63 2.93 4.15
Cl -1.91 3.99 4.78
H 0.98 4.34 3.94
H 0.91 3.72 5.50
H -0.70 1.95 4.62
H -0.83 2.77 3.08
Cl -5.22 -2.14 2.07
C -4.39 -1.76 0.59
C -4.90 -0.46 -0.03
Cl -6.56 -0.74 -0.74
H -4.51 -2.66 -0.02
H -3.31 -1.70 0.70
H -4.22 -0.07 -0.79
H -5.00 0.31 0.73
Cl 2.78 -3.87 -1.81
C 1.68 -2.91 -2.80
C 1.01 -3.76 -3.93
Cl 0.16 -2.66 -4.97
H 2.24 -2.03 -3.12
H 0.84 -2.50 -2.23
H 0.29 -4.49 -3.57
H 1.77 -4.32 -4.47
Cl 0.85 -4.58 1.68
C -0.57 -4.93 0.66
C -1.85 -4.28 1.20
Cl -2.28 -5.00 2.83
H -0.54 -6.01 0.53
H -0.33 -4.64 -0.36
H -2.68 -4.31 0.49
H -1.69 -3.26 1.55
Cl 1.83 1.22 -2.62
C 1.05 1.61 -4.14
C 0.05 2.75 -4.09
Cl -1.23 2.45 -2.90
H 0.58 0.70 -4.52
H 1.87 1.66 -4.86
H -0.46 3.02 -5.02
H 0.55 3.68 -3.81
C -3.28 -2.74 -3.32
O -3.55 -3.70 -2.61
N -4.19 -2.04 -4.03
C -3.77 -0.99 -4.96
C -5.64 -2.31 -3.96
H -2.24 -2.36 -3.36
H -4.45 -0.16 -4.80
H -3.81 -1.33 -6.00
H -2.80 -0.53 -4.79
H -5.83 -2.96 -3.11
H -6.20 -1.38 -3.82
H -5.91 -2.80 -4.89
C -0.86 -0.31 -0.39
O -1.27 -1.46 -0.69
N 0.26 -0.12 0.32
C 0.87 1.17 0.66
C 1.22 -1.19 0.55
H -1.35 0.61 -0.74
H 1.71 1.52 0.06
H 1.22 1.08 1.69
H 0.16 1.99 0.73
H 2.02 -1.14 -0.19
H 1.70 -1.21 1.53
H 0.70 -2.15 0.53
C 6.53 0.70 2.10
O 6.47 -0.50 2.33
N 5.52 1.43 1.49
C 5.58 2.85 1.19
C 4.31 0.82 1.06
H 7.37 1.30 2.49
H 4.79 3.42 1.70
H 5.49 2.97 0.11
H 6.53 3.31 1.45
H 3.52 1.22 1.70
H 4.04 1.19 0.07
H 4.28 -0.27 1.07
C -2.82 3.74 0.55
O -2.67 2.53 1.00
N -3.81 4.52 0.99
C -4.76 4.13 2.06
C -3.87 5.94 0.59
H -2.08 4.26 -0.09
H -4.70 3.05 2.23
H -5.79 4.38 1.78
H -4.43 4.57 3.00
H -3.19 6.58 1.15
H -3.54 6.00 -0.45
H -4.85 6.40 0.67
C 5.86 -3.63 2.94
O 6.77 -4.45 3.02
N 4.62 -3.92 2.61
C 3.75 -2.80 2.24
C 4.18 -5.28 2.32
H 5.99 -2.54 3.03
H 3.84 -2.58 1.17
H 3.88 -1.90 2.84
H 2.71 -3.07 2.41
H 4.63 -6.03 2.97
H 3.11 -5.30 2.53
H 4.28 -5.52 1.26
C 1.04 5.48 -0.22
Cl 2.12 4.05 -0.41
Cl -0.04 5.49 -1.56
Cl 0.14 5.32 1.36
Cl 1.98 7.03 -0.14
*
```

The calculation puts the HOMO energy (alpha / beta) at -1.48 / -7.12 eV. For the HOMO-LUMO gap (alpha / beta), the calculation gives 0.1230 / 0.3301 hartree. As for the expectation value of S²: 0.75.

# 2
This record from OMol25 describes 3 unconnected molecules or ions with the total composition C26H56BrClN3O6P2 in a non-equilibrium geometry. The level of theory is wB97M-V/def2-TZVPD.

Geometry as ORCA input:
```
! RIJCOSX wB97M-V def2-TZVPD def2/J DEFGRID3
* xyz 1 1
C -1.66 2.96 -1.54
C -0.68 2.99 -0.85
C 0.44 2.85 0.07
C 1.66 2.13 -0.54
C 1.29 0.85 -1.35
C 2.11 -0.36 -0.83
C 2.81 -1.31 -1.85
P 4.17 -0.67 -2.98
O 3.83 -1.49 -4.36
Cl 3.77 1.32 -3.41
C 3.24 -2.47 -0.87
C 4.70 -2.51 -0.38
Br 5.88 -3.28 -1.74
C 4.89 -3.35 0.91
C 6.37 -3.53 1.30
N 2.32 -2.39 0.32
C 1.22 -1.45 -0.10
C 0.05 -2.05 -0.86
C -0.56 -3.23 -0.02
P 0.43 -0.58 1.36
O -0.88 0.01 1.06
H -2.63 3.19 -1.92
H 0.15 2.37 1.01
H 0.77 3.86 0.36
H 2.36 1.91 0.28
H 2.18 2.82 -1.20
H 1.42 1.03 -2.41
H 0.23 0.61 -1.19
H 2.91 -0.15 -0.11
H 2.12 -1.82 -2.53
H 3.18 -1.00 -4.89
H 3.12 -3.38 -1.46
H 5.00 -1.48 -0.13
H 4.45 -2.79 1.75
H 4.37 -4.31 0.80
H 6.90 -2.59 1.16
H 6.85 -4.33 0.75
H 6.43 -3.77 2.36
H 2.70 -1.90 1.13
H 2.03 -3.33 0.59
H -0.74 -1.33 -1.06
H 0.33 -2.50 -1.81
H -0.12 -3.31 0.98
H -0.45 -4.19 -0.52
H -1.63 -3.07 0.12
H 0.27 -1.55 2.38
H 1.29 0.45 1.83
C 1.60 -4.82 8.40
O 0.29 -4.65 7.89
C -0.53 -3.77 8.67
C -0.79 -2.48 7.92
N 0.41 -1.67 7.82
C 0.31 -0.54 6.90
C 0.05 -0.85 5.43
O 1.14 -1.49 4.76
C 1.18 -2.90 4.92
H 2.07 -5.63 7.85
H 2.20 -3.92 8.27
H 1.57 -5.09 9.46
H -0.09 -3.58 9.65
H -1.48 -4.28 8.82
H -1.56 -1.91 8.45
H -1.19 -2.75 6.93
H 1.18 -2.25 7.52
H 1.25 0.01 6.97
H -0.48 0.13 7.26
H -0.07 0.11 4.92
H -0.88 -1.40 5.26
H 0.18 -3.34 5.01
H 1.78 -3.18 5.79
H 1.67 -3.33 4.04
C -5.35 4.60 -8.90
O -5.55 3.64 -7.88
C -4.40 2.87 -7.57
C -3.86 3.22 -6.19
N -3.27 4.56 -6.18
C -2.98 5.07 -4.85
C -4.14 5.28 -3.88
O -5.03 6.31 -4.25
C -6.03 5.95 -5.18
H -6.32 5.00 -9.18
H -4.72 5.43 -8.55
H -4.90 4.14 -9.79
H -3.63 2.97 -8.33
H -4.72 1.82 -7.55
H -3.10 2.49 -5.91
H -4.70 3.14 -5.48
H -3.90 5.20 -6.64
H -2.49 6.04 -4.99
H -2.24 4.41 -4.38
H -3.71 5.59 -2.92
H -4.69 4.35 -3.67
H -6.35 4.91 -5.06
H -5.70 6.12 -6.21
H -6.89 6.59 -5.01
*
```

The calculation puts the HOMO energy at -9.98 eV. For the HOMO-LUMO gap, the calculation gives 0.2534 hartree.

# 3
This record from OMol25 describes 7 unconnected molecules or ions with the total composition C26H56ClN6O10 in a non-equilibrium geometry. The level of theory is wB97M-V/def2-TZVPD.

Geometry as ORCA input:
```
! RIJCOSX wB97M-V def2-TZVPD def2/J DEFGRID3
* xyz -1 3
Cl -7.12 4.64 -13.33
O -8.33 4.71 -14.04
O -6.03 5.18 -14.11
O -7.32 5.28 -12.09
O -6.87 3.34 -13.04
C -8.47 5.90 -8.39
C -9.38 4.61 -8.25
C -10.32 4.77 -9.46
C -11.11 3.44 -9.78
C -10.16 2.41 -10.13
C -9.26 2.05 -8.95
N -8.63 3.37 -8.50
O -7.46 3.30 -7.82
C -10.02 1.38 -7.79
C -8.31 0.94 -9.47
C -10.15 4.57 -6.93
H -8.92 6.89 -8.35
H -7.78 5.95 -9.23
H -7.80 5.83 -7.54
H -11.12 5.39 -9.04
H -9.74 5.04 -10.35
H -11.85 3.66 -10.55
H -11.75 3.20 -8.93
H -9.53 2.85 -10.91
H -10.31 1.51 -10.73
H -10.85 1.98 -7.41
H -10.38 0.43 -8.18
H -9.33 1.21 -6.96
H -7.85 1.34 -10.38
H -7.61 0.72 -8.67
H -8.85 0.02 -9.70
H -9.70 4.00 -6.12
H -11.15 4.18 -7.11
H -10.34 5.57 -6.54
C -12.66 4.65 -14.70
C -13.48 5.60 -13.77
C -12.68 6.05 -12.42
C -11.46 6.88 -12.79
C -11.86 8.14 -13.49
C -12.73 7.83 -14.75
N -13.78 6.86 -14.49
O -14.76 6.71 -15.57
C -13.28 9.27 -14.89
C -11.78 7.51 -15.94
C -14.79 4.93 -13.29
H -12.78 3.64 -14.32
H -11.60 4.88 -14.70
H -12.93 4.51 -15.74
H -13.34 6.69 -11.84
H -12.31 5.19 -11.85
H -10.65 6.41 -13.35
H -11.03 7.30 -11.88
H -10.90 8.56 -13.79
H -12.31 8.77 -12.72
H -14.07 9.41 -14.15
H -12.67 10.18 -14.86
H -13.88 9.46 -15.78
H -11.02 6.82 -15.58
H -12.25 7.02 -16.80
H -11.08 8.26 -16.29
H -14.60 3.98 -12.80
H -15.34 4.64 -14.19
H -15.36 5.59 -12.63
O -9.32 -0.56 -15.59
C -8.83 0.46 -15.18
N -8.28 0.37 -13.99
C -8.92 1.81 -15.99
H -8.13 -0.56 -13.62
H -8.13 1.21 -13.45
H -9.20 1.65 -17.03
H -8.00 2.35 -15.76
H -9.65 2.54 -15.68
O -2.79 7.64 -11.36
C -3.68 7.48 -12.17
N -4.79 6.99 -11.72
C -3.47 7.70 -13.64
H -5.62 6.85 -12.28
H -4.90 6.85 -10.73
H -4.28 7.52 -14.34
H -2.79 6.91 -13.96
H -3.00 8.66 -13.88
O -6.30 7.49 -18.32
C -6.86 7.21 -17.29
N -7.37 6.11 -16.89
C -7.21 8.39 -16.35
H -7.08 5.33 -17.46
H -7.65 6.07 -15.92
H -6.45 8.34 -15.57
H -8.16 8.29 -15.82
H -7.49 9.26 -16.94
O -1.94 3.19 -10.85
C -3.16 3.16 -10.81
N -3.97 3.07 -11.84
C -3.80 2.95 -9.38
H -3.47 3.26 -12.70
H -4.97 2.92 -11.87
H -3.14 2.51 -8.64
H -4.56 2.18 -9.25
H -3.96 3.92 -8.90
*
```

The calculation puts the HOMO energy (alpha / beta) at -6.61 / -7.07 eV. For the HOMO-LUMO gap (alpha / beta), the calculation gives 0.3195 / 0.3036 hartree. As for the expectation value of S²: 2.01.